# C51H54BrClN9O18P

A 7-piece molecular cluster, C51H54BrClN9O18P overall in a non-equilibrium geometry (ωB97M-V with the def2-TZVPD basis set, OMol25).

XYZ file:
```
135
Properties=species:S:1:pos:R:3:forces:R:3
H 3.289706 -2.286610 -6.002982 0.0 0.0 0.0
C 8.207753 -3.949720 1.645226 0.0 0.0 0.0
H 0.320482 -11.490539 -2.790577 0.0 0.0 0.0
C 6.392913 -3.293162 0.251183 0.0 0.0 0.1
O 5.420595 -2.538896 -5.334639 0.2 0.0 0.0
C -10.293702 0.102924 3.230682 0.0 0.0 -0.1
C 0.333631 3.740976 1.112515 0.3 -0.1 0.4
C -8.929659 -0.134728 3.183872 -0.1 -0.1 0.1
C 5.997103 -3.981834 2.525122 0.0 0.0 -0.1
C -3.198811 9.668639 9.043613 0.0 -0.1 0.0
O 6.960004 -1.280232 -4.515102 0.0 0.0 0.0
C 2.808510 3.644083 -2.798781 0.0 0.1 -0.4
C -2.360000 5.540553 3.214675 -0.1 0.2 -0.2
C -3.676033 8.410928 9.388722 0.0 0.0 0.0
N -0.763578 1.695341 -2.688217 0.5 -0.1 0.1
H 7.742683 -4.543112 3.649928 0.1 0.0 0.0
H -10.692492 1.643766 0.239037 0.0 0.0 0.0
H 10.057878 -4.421682 -2.744292 0.0 0.0 0.0
C 6.728542 -4.812181 -4.669735 -0.1 -0.1 0.0
H 0.289542 4.905048 2.906716 -0.1 0.1 0.1
C -1.576081 -8.686793 -2.895081 0.0 0.0 0.0
H 7.043052 -6.918413 -4.482837 0.0 0.0 0.0
C 1.248633 3.695154 -0.123047 -0.4 -0.3 0.3
H -3.946646 2.743140 1.059269 0.0 0.0 -0.1
C 8.627126 -5.793042 -3.568600 0.0 0.0 0.0
H -8.252617 1.228378 0.149690 0.1 0.0 0.0
O -0.553237 1.239082 0.102365 -0.1 0.1 -0.2
C 0.691575 -4.421164 -4.099435 0.0 0.0 0.1
C -10.197964 1.147030 1.062231 0.0 0.0 0.1
C 7.432505 -5.934079 -4.262884 0.1 0.0 0.1
H -0.951092 7.182965 3.234777 0.0 0.0 0.1
C -0.661393 6.133916 1.372589 0.4 -0.2 0.3
C -0.057407 0.638812 -2.083753 -0.1 0.4 0.1
C -2.902393 9.961464 7.722257 0.0 0.1 0.1
H 1.332640 4.691850 -0.545715 -0.1 0.0 -0.2
C -0.557140 -10.860973 -2.737204 0.0 0.1 0.0
H -0.035624 -2.564940 -3.329984 0.0 0.0 0.0
O 10.378728 -3.951244 0.872863 0.0 0.0 0.0
H 5.794909 -4.908363 -5.203169 0.0 0.1 0.0
C -0.447957 -9.493757 -2.958533 0.0 -0.1 0.1
H -3.900477 8.185026 10.422729 0.0 0.0 0.0
O 10.028784 -4.612007 2.891068 0.0 0.0 0.0
H -2.510424 4.310515 1.467482 0.0 0.0 -0.1
H 0.202631 5.815149 -1.952927 -0.1 0.3 0.0
H -3.698922 -8.623186 -2.555383 0.0 -0.1 0.0
O 0.019752 -0.490210 -2.448301 -0.2 0.0 0.2
H -10.862531 -0.211500 4.094665 0.0 0.0 0.0
H 2.243062 3.457157 0.252672 0.1 0.1 0.0
H -3.964138 5.269206 1.774594 0.0 0.1 -0.1
C 7.752547 -3.498091 0.422151 -0.1 0.1 -0.2
C -0.029177 2.973540 -2.391972 -1.8 -0.6 0.4
N -0.402757 0.339588 2.365444 0.0 -0.1 -0.2
H -0.129615 6.985553 0.950850 -0.1 0.1 -0.1
C -1.788723 -11.425706 -2.445894 0.1 -0.1 0.0
C 0.582264 1.242526 -0.800742 0.5 -0.9 -0.6
N -2.766571 9.278875 5.362890 0.0 0.0 0.0
C 8.436798 -3.399143 -3.693258 0.1 0.0 0.1
H 8.442052 -3.310802 -0.387094 0.1 0.0 0.1
H 9.167633 -6.671145 -3.241446 0.0 0.0 0.0
C 0.984138 2.656224 -1.238944 1.3 0.4 -0.5
O -6.269088 -0.572118 2.940304 0.0 0.0 0.0
C -3.864859 7.441473 8.412547 0.0 0.1 0.0
C 7.354829 -4.193678 2.705030 -0.1 0.0 0.1
C -8.833070 0.916692 1.004659 0.0 0.1 -0.1
C -0.421288 0.719366 1.279018 -0.2 0.2 0.5
O -2.965294 8.403561 4.543935 0.0 0.1 0.0
H 2.316342 1.630211 -2.690993 -0.2 0.0 -0.1
H -1.255369 5.715306 0.564568 -0.1 0.1 -0.1
H 6.019178 -2.946105 -0.702843 0.0 0.0 0.0
C 2.359869 2.456529 -1.979498 0.2 0.0 0.1
H -1.887428 -12.486246 -2.270376 -0.1 0.0 0.0
N 6.488738 -2.366854 -4.777238 -0.1 0.0 0.0
H -5.151735 2.298779 2.267269 -0.1 0.0 -0.1
H -1.729921 1.659393 -2.380707 -0.1 0.0 -0.4
H -11.993582 0.917861 2.210243 0.0 0.0 0.0
H 3.310918 -4.750978 -6.236744 0.0 -0.1 0.0
C -2.895977 -10.600758 -2.383405 0.0 0.0 0.0
O -6.171821 0.403034 1.026512 -0.1 -0.1 -0.1
C 1.638652 -5.007128 -4.920812 0.0 0.1 0.0
O 2.504693 -6.965692 -5.773300 0.0 0.0 0.0
H 8.813471 -2.410039 -3.478862 -0.1 0.0 0.0
H -2.246997 7.365052 2.091527 0.0 0.1 0.0
C 2.569280 -2.886178 -5.472081 -0.3 0.1 0.0
O -2.137293 4.200524 -3.553364 -0.2 -0.4 0.1
C -3.094457 8.979750 6.768573 0.0 0.0 0.1
H -0.688425 3.441317 0.912476 -0.2 0.2 -0.1
P -1.294098 4.293708 -2.203128 0.6 1.0 0.0
C -2.813668 -9.238808 -2.606770 0.0 0.1 0.0
H 5.313423 -4.168394 3.341644 0.0 0.0 0.0
H 1.385539 5.496442 1.689112 0.1 0.0 0.1
H -1.710454 4.873020 3.780868 0.0 0.0 0.1
C 0.380615 5.093252 1.838606 0.1 0.0 -0.4
O -2.321179 3.748523 -1.091552 -0.2 -0.4 -0.2
H -3.054361 10.422966 9.804669 0.0 0.0 0.0
C -10.927240 0.739421 2.171467 0.0 0.0 0.0
O 2.604963 3.775764 -3.957376 -0.1 0.0 0.1
H 0.512599 -9.056245 -3.183003 0.0 0.0 0.0
O 0.788193 -7.107617 -4.488018 0.1 0.1 0.0
C 1.623738 -2.278748 -4.656665 0.0 0.0 0.0
H 4.454087 -3.380010 1.163976 0.0 0.0 0.0
H -2.085638 2.899767 -0.693023 0.0 0.1 0.2
H -3.538259 1.611353 2.375213 0.1 0.0 0.0
H -3.715954 6.978888 6.317935 0.0 0.0 -0.1
C -1.552774 6.634336 2.510721 -0.2 -0.1 -0.4
O -4.248942 -12.385034 -1.839377 0.0 0.0 0.0
Br 3.860093 5.009547 -1.881582 0.0 -0.1 0.1
C -8.225164 0.275499 2.067672 -0.1 0.0 0.0
H 1.614981 -1.201621 -4.552714 0.0 0.0 0.0
H -4.236879 6.462775 8.682235 0.0 0.0 0.0
C 9.128951 -4.528546 -3.288089 0.0 -0.1 0.0
O -3.711223 3.586000 2.955052 0.1 0.1 -0.1
C 5.516079 -3.536386 1.300495 0.0 0.0 0.0
H 0.443058 3.214375 -3.340394 0.4 0.2 0.2
C 2.581029 -4.264439 -5.607433 0.1 0.0 -0.1
N -6.777051 0.012860 2.007169 0.1 0.0 0.0
H -1.488160 -7.624069 -3.071958 0.0 0.0 0.0
C 7.244034 -3.563748 -4.372952 0.0 -0.1 0.0
N -0.805273 5.735135 -1.999626 0.2 -0.6 0.0
C -4.095561 2.513981 2.117162 -0.2 0.0 0.3
N 1.645369 -6.470435 -5.073208 0.0 0.0 0.0
H -2.528533 10.933541 7.438317 0.0 0.0 -0.1
H 0.721287 3.004930 1.821162 -0.1 -0.2 -0.1
C -3.574393 7.723128 7.087416 0.0 -0.1 0.0
H -8.423141 -0.629787 3.998503 0.1 0.0 0.0
H 3.147748 2.223430 -1.270486 0.0 0.0 0.2
N -4.206664 -11.191218 -2.059850 0.0 0.0 0.0
O -5.168132 -10.449098 -2.030678 0.0 0.0 0.0
Cl 1.846142 0.167168 -0.221650 0.0 0.3 0.2
C 0.690610 -3.041577 -3.966686 0.0 -0.2 -0.1
C -3.163810 4.693417 2.253463 0.1 -0.3 0.1
H -0.026512 -5.028763 -3.569946 0.0 -0.1 0.0
H -3.054422 6.023806 3.899202 0.1 -0.1 0.2
N 9.652365 -4.188859 1.818182 0.0 0.0 0.0
H -2.713920 3.427342 -3.610196 -0.1 0.1 -0.1
O -2.313877 10.375800 5.108332 0.0 0.0 0.0
```
Forces are in eV/Å.

The value obtained for the calculated total energy is -195865.4486 eV. The HOMO energy is -9.44 eV. The energy relative to the best compared isomer or geometry (same formula, charge and spin) is 0.0 kcal/mol. For the lowest unoccupied orbital energy, the calculation gives -0.87 eV. As for the SMILES: COCCCCCCC[C@]1(CC(=O)Br)[C@H](P(=N)(O)O)NC(=O)[C@]1(Cl)OC#N.O=[N+]([O-])c1ccccc1.O=[N+]([O-])c1ccccc1.O=[N+]([O-])c1ccccc1.O=[N+]([O-])c1ccccc1.O=[N+]([O-])c1ccccc1.O=[N+]([O-])c1ccccc1.

Mulliken population analysis, charges in e, atoms 1 to 99: atom 1 (H): 0.48, atom 2 (C): 0.16, atom 3 (H): 0.37, atom 4 (C): -0.37, atom 5 (O): -0.58, atom 6 (C): -0.42, atom 7 (C): 0.24, atom 8 (C): -0.37, atom 9 (C): -0.38, atom 10 (C): -0.40, atom 11 (O): -0.61, atom 12 (C): 0.19, atom 13 (C): -0.30, atom 14 (C): -0.45, atom 15 (N): -0.37, atom 16 (H): 0.45, atom 17 (H): 0.37, atom 18 (H): 0.44, atom 19 (C): -0.24, atom 20 (H): 0.65, atom 21 (C): -0.05, atom 22 (H): 0.42, atom 23 (C): -2.56, atom 24 (H): 0.12, atom 25 (C): -0.47, atom 26 (H): 0.45, atom 27 (O): -0.14, atom 28 (C): -0.28, atom 29 (C): -0.45, atom 30 (C): -0.52, atom 31 (H): 0.30, atom 32 (C): -0.45, atom 33 (C): -0.34, atom 34 (C): -0.48, atom 35 (H): 0.39, atom 36 (C): -0.44, atom 37 (H): 0.58, atom 38 (O): -0.61, atom 39 (H): 0.47, atom 40 (C): -0.37, atom 41 (H): 0.38, atom 42 (O): -0.60, atom 43 (H): -0.78, atom 44 (H): 0.28, atom 45 (H): 0.44, atom 46 (O): -0.44, atom 47 (H): 0.37, atom 48 (H): 0.66, atom 49 (H): 0.23, atom 50 (C): -0.40, atom 51 (C): -0.78, atom 52 (N): -0.54, atom 53 (H): 0.51, atom 54 (C): -0.43, atom 55 (C): 0.45, atom 56 (N): 1.01, atom 57 (C): -0.39, atom 58 (H): 0.46, atom 59 (H): 0.40, atom 60 (C): 2.60, atom 61 (O): -0.60, atom 62 (C): -0.53, atom 63 (C): -0.44, atom 64 (C): -0.32, atom 65 (C): 0.62, atom 66 (O): -0.59, atom 67 (H): 0.38, atom 68 (H): 0.26, atom 69 (H): 0.46, atom 70 (C): -1.32, atom 71 (H): 0.45, atom 72 (N): 0.98, atom 73 (H): 0.24, atom 74 (H): 0.50, atom 75 (H): 0.38, atom 76 (H): 0.50, atom 77 (C): 0.09, atom 78 (O): -0.59, atom 79 (C): 0.06, atom 80 (O): -0.62, atom 81 (H): 0.47, atom 82 (H): 0.46, atom 83 (C): -0.60, atom 84 (O): -0.54, atom 85 (C): 0.16, atom 86 (H): -0.27, atom 87 (P): 0.84, atom 88 (C): -0.54, atom 89 (H): 0.38, atom 90 (H): 0.50, atom 91 (H): 0.26, atom 92 (C): -1.44, atom 93 (O): -0.52, atom 94 (H): 0.37, atom 95 (C): -0.42, atom 96 (O): -0.45, atom 97 (H): 0.39, atom 98 (O): -0.59, atom 99 (C): -0.45